Below is a molecular structure, C14H23BCrN6 at a distorted geometry, with properties calculated with wB97M-V/def2-TZVPD.

XYZ file:
```
45
Properties=species:S:1:pos:R:3:forces:R:3:nbo_charge:R:1
H -2.86384 -0.04292 2.17518 0.0 0.1 -0.3 0.231
N -2.14910 0.16920 0.18874 -2.2 -0.6 -0.6 -0.369
B -1.94365 0.18498 -2.39902 0.7 -0.6 0.1 0.555
N -2.75449 0.17158 -1.06807 0.1 0.4 1.6 -0.304
C -4.08401 0.13063 -0.88889 0.5 -0.3 0.7 0.026
Cr -0.27875 0.48796 0.44211 1.0 -2.0 0.4 1.242
H -4.74216 0.19611 -1.73443 -0.1 -0.1 -0.1 0.227
C -4.34990 0.00893 0.47648 -0.2 0.0 -0.3 -0.351
H -5.31101 -0.09141 0.93813 -0.2 0.0 0.0 0.232
C -3.11653 0.03282 1.12338 0.3 0.2 -1.5 0.001
H -2.65721 0.32637 -3.34904 -0.1 0.1 0.1 -0.033
C 4.16274 -2.16696 0.38184 -0.1 1.2 -0.6 -0.847
H 5.04385 -1.56783 0.62268 -0.1 -0.1 -0.1 0.215
H 3.26506 -1.61689 0.67969 0.1 -0.1 0.0 0.207
H 4.12460 -2.34887 -0.69414 0.0 0.0 0.1 0.214
N -1.14117 -1.17337 -2.52706 0.9 -0.2 1.4 -0.338
N -0.90424 1.35178 -2.29355 1.0 0.9 1.2 -0.297
N -0.28785 -1.43866 -1.46718 -0.5 0.8 0.1 -0.351
N -0.06962 1.48601 -1.18460 0.1 1.0 -3.3 -0.431
C -1.05383 -2.19347 -3.41669 0.6 -0.1 0.7 -0.010
C -0.59568 2.32753 -3.16068 0.4 -0.2 0.3 0.020
H -1.63813 -2.20513 -4.31495 -0.1 0.0 -0.2 0.217
H -1.17464 2.45235 -4.06171 0.1 0.0 -0.1 0.226
C -0.12790 -3.11780 -2.93189 -0.3 0.4 0.1 -0.364
C 0.49732 3.03846 -2.66766 0.0 0.3 -0.4 -0.350
C 0.31292 -2.58709 -1.69591 -0.6 0.0 -1.1 -0.031
C 0.80418 2.48924 -1.42572 -1.4 -0.9 -0.5 -0.022
H 0.20398 -4.03919 -3.37437 -0.1 0.0 -0.2 0.226
H 1.01465 3.84561 -3.15400 -0.1 0.1 0.0 0.232
H 1.02403 -3.00480 -0.99712 -0.1 0.1 0.0 0.210
H 1.57945 2.73075 -0.70305 -0.3 0.0 -0.2 0.225
H 4.20876 -3.08713 0.89782 0.0 -1.0 0.6 0.213
C 1.76467 1.56805 3.99788 0.4 -0.2 0.1 -0.594
C 1.38749 0.70342 2.79765 -0.4 0.6 0.3 -0.235
C 1.13811 -0.76250 3.17204 0.1 -0.1 0.1 -0.606
C 0.15543 1.37395 2.17040 -0.2 -0.6 0.4 -0.950
H 0.90063 1.64577 4.66916 0.2 -0.1 0.0 0.202
H 1.99888 2.57602 3.63958 0.0 -0.1 0.2 0.203
H 2.62220 1.17505 4.55080 0.0 0.1 0.1 0.191
H 2.21804 0.71671 2.06652 0.0 0.1 0.2 0.175
H 0.16701 -0.88956 3.67118 0.2 0.1 -0.1 0.202
H 1.14064 -1.42187 2.28751 -0.1 0.2 0.2 0.198
H 1.91152 -1.13987 3.85896 -0.1 0.1 -0.2 0.207
H -0.73833 1.27954 2.80826 0.4 0.4 0.3 0.201
H 0.33587 2.42651 1.89372 -0.1 -0.1 0.4 0.190
```
Positions in Å, forces in eV/Å.

- HOMO energy (alpha / beta) (eV) = -6.333 / -7.931
- ΔE to the lowest compared entry with this formula, charge and spin (kcal per mole) = 14.12
- charge = 0
- multiplicity = 5

Below is a single C4H4N2O3S molecule at a distorted geometry, with properties calculated with wB97M-V/def2-TZVPD.

XYZ file:
```
14
Properties=species:S:1:pos:R:3:forces:R:3:nbo_charge:R:1
C 3.79482 -0.89554 -0.11651 -0.7 -1.0 -1.0 0.044
C -1.42978 -0.35883 1.27275 -1.8 -1.5 2.8 0.766
C 1.47241 -0.78684 0.69725 -0.8 0.9 0.2 -0.586
C -1.44919 0.06605 -0.10749 -3.2 0.6 -1.3 -0.377
N 2.62655 -0.80946 0.13059 2.4 0.3 0.0 -0.246
N -0.41061 0.99908 -0.33674 1.6 1.4 0.0 -0.841
O 1.33783 1.88675 1.40216 1.0 1.8 0.4 -0.858
O -0.41091 0.22031 1.93259 1.2 0.7 1.0 -0.659
O -2.14210 -1.15523 1.83187 0.5 0.9 -0.8 -0.523
S 0.77217 0.70539 0.91435 -2.5 -2.8 -1.6 2.122
H 4.41057 -1.31062 -0.95470 -0.8 0.8 0.9 0.235
H -1.08398 -0.80376 -0.52446 0.0 -2.3 -1.7 0.250
H -2.57359 0.26150 -0.46024 2.8 -0.1 0.6 0.263
H -0.67374 1.96275 -0.48922 0.2 0.2 0.4 0.410
```
Positions in Å, forces in eV/Å.

- HOMO energy (eV) = -8.476
- ΔE to the lowest compared entry with this formula, charge and spin (kcal per mole) = 136.21
- charge = 0

Below is a single C3H5NO2 molecule, with properties calculated with wB97M-V/def2-TZVPD.

XYZ file:
```
11
Properties=species:S:1:pos:R:3:forces:R:3:nbo_charge:R:1
N 0.90769 1.14060 -0.42737 0.1 -0.1 0.1 -0.726
C 1.33238 -0.02934 -0.62809 -0.1 -0.1 0.4 0.430
O 0.53967 -1.10763 -0.50478 0.0 0.3 0.2 -0.484
C -0.80417 -0.89743 -0.01145 0.0 0.1 0.3 -0.181
C -1.05445 0.41509 0.79729 0.0 -0.3 -0.4 0.427
O -0.84692 0.48922 1.98271 -0.1 -0.1 -0.6 -0.535
H 1.62008 1.86395 -0.38827 0.0 -0.2 -0.3 0.374
H 2.35384 -0.35573 -0.85708 -0.2 0.2 0.0 0.166
H -1.00877 -1.69311 0.70654 0.2 -0.2 -0.2 0.210
H -1.47701 -1.02107 -0.87356 0.1 0.4 0.3 0.193
H -1.56234 1.19547 0.20406 0.0 0.1 0.4 0.126
```
Positions in Å, forces in eV/Å.

- HOMO energy (eV) = -9.695
- ΔE to the lowest compared entry with this formula, charge and spin (kcal per mole) = 43.90
- SMILES = [H]/N=C/OCC=O
- charge = 0

Below is 4 unconnected molecules or ions with the total composition C10H22O4 at a distorted geometry, with properties calculated with wB97M-V/def2-TZVPD.

XYZ file:
```
36
Properties=species:S:1:pos:R:3:forces:R:3:nbo_charge:R:1
C 0.30606 -1.48001 4.70214 -0.1 0.0 0.7 -0.715
C 0.21506 -1.00526 6.13167 -3.0 1.5 1.4 0.586
O -0.83006 -0.48390 6.59132 2.7 -1.3 -1.3 -0.551
C 1.42683 -1.19916 6.98559 0.3 0.3 0.4 -0.721
H 0.93561 -2.36976 4.71232 0.0 0.0 -0.4 0.219
H 0.78538 -0.69435 4.11811 0.0 -0.1 -0.2 0.239
H -0.70029 -1.69200 4.34101 0.2 0.1 -0.1 0.243
H 1.68607 -2.25788 6.99105 0.3 0.1 0.0 0.229
H 1.32071 -0.83063 8.00589 -0.5 -0.2 -0.1 0.239
H 2.24726 -0.60304 6.58602 0.2 -0.3 -0.4 0.232
C 1.49520 -3.81830 -5.47745 1.2 0.8 -0.1 -0.735
C 2.09442 -4.97368 -4.71054 -0.8 0.1 -1.6 0.603
O 2.55998 -4.89910 -3.60911 0.2 0.0 0.3 -0.530
C 1.96142 -6.24046 -5.51768 0.4 -1.2 1.0 -0.735
H 1.72698 -2.88806 -4.95878 -0.8 0.1 0.2 0.234
H 0.48756 -3.97967 -5.86053 -0.2 0.1 0.7 0.237
H 2.05727 -3.71318 -6.40542 0.3 -0.2 -0.2 0.227
H 2.64264 -6.99902 -5.13214 0.2 0.0 -0.1 0.234
H 2.06590 -6.17228 -6.60052 -0.1 0.3 0.2 0.226
H 0.97839 -6.62973 -5.25275 -0.3 0.0 -0.3 0.239
C -0.46934 6.27776 2.11323 1.4 0.4 0.8 -0.731
C -0.68244 7.12676 0.87575 -2.9 1.8 0.2 0.583
O -1.13953 8.28422 0.93451 1.6 -2.5 -0.1 -0.535
C -0.59548 6.35276 -0.41575 0.6 -0.4 -0.3 -0.720
H -1.01164 5.33372 2.16593 -0.4 0.3 -0.3 0.237
H -0.53706 6.83298 3.04877 -0.7 0.2 -0.2 0.239
H 0.56950 5.95329 2.17354 0.3 -0.1 -0.5 0.230
H -1.20044 6.67247 -1.26422 -0.2 0.5 0.5 0.240
H -0.83600 5.31323 -0.19289 0.0 -0.1 -0.1 0.220
H 0.43376 6.36172 -0.77447 0.2 -0.1 0.1 0.236
C -3.63086 -0.40484 -2.36525 -1.0 -1.0 1.3 -0.257
O -2.36383 0.02074 -1.96167 0.6 0.4 -0.8 -0.702
H -4.32715 0.43333 -2.39290 -0.2 0.0 -0.4 0.163
H -3.62916 -1.03182 -3.25686 0.0 0.3 -0.4 0.162
H -3.96823 -1.07062 -1.57090 -0.3 0.0 0.0 0.178
H -2.07457 0.47381 -2.75707 0.8 0.3 0.3 0.456
```
Positions in Å, forces in eV/Å.

- HOMO energy (eV) = -9.625
- ΔE to the lowest compared entry with this formula, charge and spin (kcal per mole) = 0.00
- SMILES = CC(C)=O.CC(C)=O.CC(C)=O.CO
- charge = 0

Below is a molecular structure, ClF2IZn at a distorted geometry, with properties calculated with wB97M-V/def2-TZVPD.

XYZ file:
```
5
Properties=species:S:1:pos:R:3:forces:R:3:nbo_charge:R:1
Zn 0.19967 0.23563 0.04412 -2.1 -1.6 -1.1 1.613
I 0.71369 0.78589 2.49400 0.4 0.5 0.5 -0.841
F 1.25105 -1.33728 -0.20762 0.0 0.4 0.2 -0.922
F -1.88669 0.14582 0.32441 1.4 0.2 -0.1 -0.929
Cl -0.27773 0.16995 -2.65490 0.3 0.5 0.5 -0.921
```
Positions in Å, forces in eV/Å.

- HOMO energy (eV) = -1.518
- ΔE to the lowest compared entry with this formula, charge and spin (kcal per mole) = 8.72
- charge = -2

Below is a single C4H12N2OS molecule at a distorted geometry, with properties calculated with wB97M-V/def2-TZVPD.

XYZ file:
```
20
Properties=species:S:1:pos:R:3:forces:R:3:nbo_charge:R:1
C -0.42638 -0.17370 -0.22197 1.3 0.8 -1.9 -0.263
N -0.99598 0.87496 0.59506 0.5 -0.3 0.1 -0.650
C -2.39705 1.09872 0.46951 0.1 -3.5 1.2 0.080
O -2.92899 0.00049 1.38670 2.0 0.9 -1.4 -0.768
C 1.13046 -0.21188 0.19676 1.1 0.3 -1.8 -0.047
C 1.78667 -0.94857 -1.09671 3.3 2.7 2.8 -0.593
S 1.11173 -2.56583 -1.27279 1.0 -1.1 -0.3 -0.009
N 1.92498 1.10674 0.40715 -0.3 -1.9 -1.7 -0.860
H -0.46484 0.12069 -1.32316 0.3 0.3 1.2 0.176
H -0.95692 -1.16348 -0.36192 0.6 0.7 1.4 0.207
H -0.79666 0.49418 1.52464 -0.5 0.9 0.2 0.373
H -2.65751 2.11026 0.81325 -0.4 -0.5 -0.4 0.183
H -2.72183 0.67400 -0.50579 0.0 1.5 0.2 0.183
H -3.74337 0.25757 1.71968 -2.6 0.7 1.0 0.459
H 1.38732 -0.70552 1.18067 -0.9 -0.3 -1.4 0.207
H 2.98130 -0.79497 -0.95104 -2.5 -1.4 0.0 0.239
H 1.76527 -0.32514 -1.98892 -1.2 0.1 -0.1 0.218
H 2.29705 -3.16037 -0.99790 -0.6 -0.2 -0.1 0.139
H 2.28917 1.50976 -0.47517 -0.7 -0.4 0.7 0.353
H 1.41558 1.80208 0.90195 -0.7 0.5 0.2 0.372
```
Positions in Å, forces in eV/Å.

- HOMO energy (eV) = -8.883
- ΔE to the lowest compared entry with this formula, charge and spin (kcal per mole) = 70.37
- SMILES = N[C@H](CS)CNCO
- charge = 0

Below is a molecular structure, C38H52ClO2PPd, with properties calculated with wB97M-V/def2-TZVPD.

XYZ file:
```
95
Properties=species:S:1:pos:R:3:forces:R:3:nbo_charge:R:1
Pd 0.54607 -0.62666 -0.57278 -0.2 -0.4 -0.2 0.251
C 5.15083 1.65573 0.48096 -0.1 0.1 -0.1 -0.600
C 4.16696 2.82581 0.53307 0.1 0.0 0.2 -0.235
C 4.44804 3.73178 1.73739 0.0 0.0 -0.1 -0.592
C 2.73306 2.35025 0.52864 -0.2 0.1 -0.1 -0.042
C 2.18982 1.61176 1.56934 0.1 0.1 0.0 -0.209
C 0.86190 1.19621 1.60077 -0.1 -0.3 0.1 0.028
C 0.49202 0.47461 2.90298 -0.2 0.1 0.1 -0.257
C -0.75233 -0.41244 2.92811 0.2 0.1 -0.2 -0.618
C 0.43353 1.47594 4.06964 0.0 -0.1 -0.1 -0.592
C 0.01751 1.46845 0.48749 0.1 0.3 0.0 -0.037
C 0.55872 2.26987 -0.55129 -0.2 0.1 0.1 -0.007
C 1.88762 2.67547 -0.51438 0.1 0.0 0.0 -0.189
C -0.30344 2.87571 -1.63949 0.1 0.1 0.0 -0.256
C 0.33757 2.72327 -3.02256 -0.2 -0.1 0.1 -0.630
C -0.58518 4.35108 -1.32220 -0.1 -0.1 0.0 -0.594
C -1.48484 1.34820 0.61081 -0.1 -0.1 -0.2 -0.014
C -2.06383 2.29568 1.45283 -0.2 0.2 0.3 -0.239
C -3.41750 2.31069 1.75888 0.2 -0.2 -0.1 -0.232
C -4.23114 1.33140 1.21271 -0.2 0.1 0.2 -0.193
C -3.69037 0.41600 0.32898 0.2 -0.1 -0.1 -0.274
C -2.33474 0.41279 -0.03129 -0.5 0.3 0.4 -0.239
P -1.74329 -0.70766 -1.35551 0.3 -0.8 0.1 0.816
C -3.05808 -0.33346 -2.80409 0.4 0.2 0.1 -0.293
C -2.53181 -1.16624 -3.97736 0.0 0.0 0.0 -0.633
C -4.57821 -0.50749 -2.68532 0.0 0.0 0.0 -0.630
C -2.83833 1.13750 -3.15607 0.0 -0.1 0.0 -0.627
C -2.27705 -2.51416 -0.83194 0.0 0.1 0.1 -0.296
C -3.67176 -3.02554 -1.19806 0.0 0.0 0.1 -0.612
C -1.25785 -3.43841 -1.51237 0.1 0.1 0.0 -0.635
C -2.14869 -2.64166 0.68757 0.1 0.1 -0.1 -0.643
H 6.18270 2.02004 0.47576 0.0 0.0 0.0 0.186
H 4.99259 1.06561 -0.42159 0.1 0.1 0.1 0.244
H 5.02129 0.99595 1.34199 0.0 0.0 0.0 0.199
H 4.31557 3.42133 -0.37337 0.0 0.0 0.0 0.195
H 4.33734 3.17652 2.67153 0.0 0.0 0.0 0.197
H 3.75290 4.57422 1.75564 0.0 0.0 0.0 0.201
H 5.46793 4.12546 1.69287 0.0 0.0 0.0 0.188
H 2.82529 1.32678 2.40378 0.0 0.0 0.0 0.187
H 1.33542 -0.19637 3.08807 0.0 0.0 -0.1 0.225
H -1.67047 0.16764 3.00355 -0.1 0.0 0.0 0.187
H -0.69450 -1.08198 3.79067 0.0 0.0 0.0 0.197
H -0.78423 -1.01957 2.02560 0.0 0.2 0.3 0.258
H -0.42081 2.14757 3.95223 0.0 0.0 0.0 0.190
H 1.33658 2.08541 4.12260 0.0 0.0 0.0 0.200
H 0.31770 0.93935 5.01648 0.0 0.0 0.0 0.191
H 2.27420 3.27654 -1.32939 0.0 0.0 0.0 0.195
H -1.25965 2.36141 -1.63594 0.0 -0.1 0.0 0.220
H 1.21233 3.36768 -3.12757 0.0 0.0 0.0 0.193
H -0.37296 3.00272 -3.80606 0.0 0.0 0.0 0.182
H 0.66947 1.69141 -3.16491 0.0 0.1 -0.1 0.287
H 0.34432 4.92375 -1.29157 0.0 0.0 0.0 0.196
H -1.07842 4.44935 -0.35191 0.0 0.0 0.0 0.201
H -1.23618 4.78747 -2.08713 0.0 0.0 0.0 0.189
H -1.41999 3.04003 1.90755 0.1 0.0 0.0 0.211
H -3.82115 3.05805 2.43149 0.0 0.0 0.0 0.195
H -5.28459 1.29005 1.46976 0.0 0.0 0.0 0.187
H -4.33424 -0.34130 -0.09863 0.0 0.0 0.1 0.207
H -2.75260 -2.22781 -3.85561 0.0 0.0 0.0 0.197
H -1.44766 -1.05557 -4.06079 0.0 0.0 -0.1 0.241
H -2.98804 -0.83791 -4.91986 0.0 0.0 0.0 0.185
H -4.90155 -1.53773 -2.57284 0.0 0.2 0.0 0.208
H -5.03437 -0.12676 -3.60915 0.0 0.0 0.0 0.185
H -4.98623 0.08470 -1.86482 0.0 0.0 -0.1 0.205
H -1.78713 1.31980 -3.36072 0.1 0.1 0.0 0.234
H -3.17124 1.78844 -2.34288 0.0 0.0 0.0 0.205
H -3.41131 1.40348 -4.05379 0.0 -0.1 0.0 0.184
H -3.83573 -3.06802 -2.27421 0.0 0.0 0.1 0.193
H -4.46091 -2.43196 -0.73119 0.0 -0.1 0.0 0.192
H -3.76528 -4.04923 -0.81831 0.0 0.0 0.0 0.194
H -1.39010 -3.43466 -2.59842 0.0 0.0 0.0 0.193
H -1.37799 -4.47001 -1.15934 -0.1 0.0 0.0 0.184
H -0.24277 -3.10157 -1.29196 0.0 0.0 0.0 0.267
H -2.90198 -2.03592 1.19775 0.0 0.0 0.0 0.196
H -1.15592 -2.31721 0.99984 -0.1 -0.2 -0.1 0.260
H -2.28031 -3.68570 0.99275 0.0 0.0 -0.1 0.192
C 1.21597 -1.93932 0.85292 -0.1 0.3 -0.9 -0.406
C 1.59115 -3.05976 1.57528 0.2 -0.1 0.4 -0.207
C 2.47645 -2.93585 2.70752 -0.1 -0.1 0.0 -0.250
C 2.84138 -4.01395 3.47812 0.0 -0.1 0.1 -0.228
C 2.36875 -5.30016 3.18962 0.0 -0.1 0.0 -0.314
C 1.51292 -5.46484 2.09422 0.0 -0.1 0.1 -0.237
C 1.13571 -4.39886 1.31067 -0.1 0.1 0.0 -0.244
H 2.85663 -1.94782 2.94142 0.0 0.0 0.0 0.196
H 3.50553 -3.87003 4.32631 0.0 0.0 0.0 0.182
H 2.66201 -6.15181 3.79278 0.0 0.0 0.0 0.180
H 1.13819 -6.45944 1.86663 0.0 0.0 -0.1 0.182
H 0.47086 -4.55656 0.47000 0.0 0.0 0.0 0.199
Cl 5.53262 -1.21470 -1.46389 0.3 -0.2 -0.1 -0.129
C 3.76554 -0.93339 -1.41264 -0.5 0.2 -0.3 -0.493
C 3.19415 -0.14394 -2.62989 0.1 0.0 -0.2 0.756
O 3.98233 0.23634 -3.50765 -0.1 0.1 0.0 -0.750
O 1.94174 0.01573 -2.58600 0.4 -0.2 0.3 -0.798
H 3.54530 -0.39035 -0.49709 -0.1 -0.1 0.1 0.228
H 3.29028 -1.90728 -1.36175 -0.1 0.0 0.1 0.236
```
Positions in Å, forces in eV/Å.

- HOMO energy (alpha / beta) (eV) = 0.016 / -0.732
- charge = -2
- multiplicity = 3

Below is a molecular structure, C2H6IN at a distorted geometry, with properties calculated with wB97M-V/def2-TZVPD.

XYZ file:
```
10
Properties=species:S:1:pos:R:3:forces:R:3:nbo_charge:R:1
C -0.33536 1.24743 -1.43091 -0.9 -1.6 0.2 -0.484
C -0.22360 -0.76495 1.21344 0.1 -2.6 0.4 -0.505
N 0.34195 -0.84935 -0.06053 1.4 -0.4 -1.9 -0.427
I 2.36645 -0.52398 -0.00855 -0.1 -0.1 0.0 0.234
H 0.03266 1.80651 -0.55820 -0.2 -0.3 -0.9 0.191
H 0.21103 0.80154 -2.25263 0.9 0.8 0.3 0.185
H -1.30064 0.71131 -1.47271 0.2 1.0 0.7 0.176
H -1.25275 -0.83564 0.99457 -1.6 0.5 0.5 0.216
H 0.01108 -1.65452 1.87782 0.1 0.6 -0.8 0.215
H 0.14919 0.06166 1.69769 0.1 2.2 1.6 0.200
```
Positions in Å, forces in eV/Å.

- HOMO energy (alpha / beta) (eV) = -8.432 / -9.019
- ΔE to the lowest compared entry with this formula, charge and spin (kcal per mole) = 80.08
- charge = 0